Entry 1:
Below is 17 unconnected molecules or ions with the total composition C34H110N8O17 in a non-equilibrium geometry, with properties calculated with the ωB97M-V functional and the def2-TZVPD basis.

Output
Strongest force on any atom (eV Å⁻¹): 3.1
Net charge: 0
Electronic energy (hartree): -3078.1553

```
169
C34H110N8O17 | the OMol25 dataset | the ωB97M-V functional and the def2-TZVPD basis
O 5.81 1.89 3.87
H 6.63 1.39 3.91
H 5.14 1.23 3.68
O -6.82 4.43 0.93
H -7.28 4.18 1.73
H -7.43 4.23 0.23
O 0.79 1.71 -7.24
H 1.65 1.86 -6.86
H 0.96 1.28 -8.08
O 5.46 5.96 1.67
H 5.41 5.08 2.04
H 6.28 6.32 2.01
O 2.15 -5.88 2.37
H 1.40 -6.45 2.54
H 2.72 -6.40 1.79
O -3.02 4.13 3.85
H -3.72 3.84 4.45
H -2.21 3.99 4.35
O 0.44 6.41 1.31
H 1.26 6.76 0.97
H 0.67 6.06 2.17
O -2.38 4.84 -2.44
H -2.07 5.11 -3.30
H -2.27 3.89 -2.43
C 0.65 -0.94 9.43
C -0.78 -1.57 9.14
C -1.55 -1.92 10.38
O -2.63 -2.77 10.00
C -3.79 -2.83 10.84
N -1.54 -0.60 8.38
H 1.20 -1.47 10.21
H 0.48 0.04 9.87
H 1.17 -0.71 8.50
H -0.65 -2.45 8.51
H -1.89 -1.10 11.02
H -0.89 -2.55 10.97
H -3.61 -3.25 11.83
H -4.54 -3.48 10.39
H -4.11 -1.79 10.84
H -2.46 -0.99 8.28
H -1.79 0.17 8.98
C 7.82 5.76 -3.62
C 6.77 5.04 -4.43
C 6.93 3.50 -4.47
O 5.96 2.86 -5.16
C 6.29 1.46 -5.40
N 5.55 5.47 -3.79
H 8.83 5.64 -3.99
H 7.82 5.49 -2.57
H 7.63 6.83 -3.66
H 6.80 5.40 -5.45
H 7.03 3.16 -3.44
H 7.87 3.28 -4.97
H 7.21 1.31 -5.95
H 5.42 0.94 -5.81
H 6.44 1.02 -4.41
H 5.77 5.51 -2.81
H 4.83 4.76 -3.82
C -3.57 6.90 -9.21
C -3.89 6.27 -7.79
C -4.66 4.92 -7.86
O -5.94 5.08 -8.49
C -6.60 3.84 -8.84
N -2.64 6.07 -7.14
H -3.12 7.89 -9.10
H -4.49 7.00 -9.79
H -3.02 6.22 -9.85
H -4.45 6.90 -7.10
H -4.87 4.55 -6.86
H -4.08 4.26 -8.51
H -6.04 3.26 -9.58
H -7.57 4.15 -9.23
H -6.86 3.19 -8.01
H -2.16 5.40 -7.72
H -2.02 6.87 -7.23
C 1.40 -0.56 -0.40
C 0.55 0.09 0.69
C -0.99 -0.22 0.50
O -1.49 0.21 -0.79
C -2.80 -0.21 -1.04
N 0.89 -0.45 1.97
H 2.48 -0.40 -0.29
H 1.03 -0.18 -1.35
H 1.20 -1.62 -0.55
H 0.70 1.17 0.65
H -1.51 0.18 1.37
H -1.10 -1.30 0.56
H -2.84 -1.30 -0.97
H -3.04 0.04 -2.07
H -3.61 0.21 -0.43
H 1.08 -1.44 1.94
H 0.06 -0.40 2.54
C 1.53 6.86 7.22
C 0.75 5.65 7.68
C -0.67 6.02 8.19
O -1.44 4.86 8.44
C -2.77 5.08 8.92
N 0.71 4.69 6.56
H 2.61 6.77 7.26
H 1.28 7.67 7.90
H 1.29 7.03 6.17
H 1.37 5.20 8.46
H -1.18 6.75 7.56
H -0.54 6.60 9.11
H -3.46 5.25 8.10
H -2.91 5.84 9.69
H -3.10 4.09 9.20
H 0.28 3.91 7.04
H 1.64 4.36 6.34
C 11.62 1.50 1.31
C 11.15 0.69 2.47
C 10.32 -0.57 2.06
O 9.75 -1.12 3.21
C 9.08 -2.39 2.98
N 12.21 0.34 3.33
H 10.85 1.80 0.60
H 12.36 1.03 0.66
H 12.16 2.40 1.64
H 10.44 1.29 3.04
H 10.98 -1.22 1.48
H 9.46 -0.34 1.43
H 8.66 -2.77 3.91
H 9.79 -3.20 2.77
H 8.23 -2.37 2.30
H 12.09 -0.58 3.73
H 12.99 0.18 2.70
C -5.70 -7.68 -10.65
C -4.25 -7.51 -10.10
C -4.20 -6.66 -8.86
O -4.57 -5.38 -9.13
C -4.36 -4.44 -8.06
N -3.77 -8.80 -9.85
H -6.41 -8.07 -9.92
H -5.85 -8.21 -11.59
H -6.05 -6.67 -10.88
H -3.64 -7.02 -10.86
H -3.21 -6.58 -8.43
H -4.78 -7.08 -8.03
H -3.33 -4.28 -7.72
H -4.98 -4.60 -7.18
H -4.67 -3.45 -8.37
H -2.85 -8.74 -9.44
H -3.68 -9.42 -10.64
C -7.27 -6.24 1.02
C -7.74 -7.08 2.23
C -8.00 -6.24 3.55
O -6.78 -5.54 3.93
C -5.62 -6.24 4.24
N -8.95 -7.78 1.77
H -8.10 -5.54 0.85
H -7.03 -6.84 0.14
H -6.34 -5.73 1.27
H -7.08 -7.91 2.51
H -8.31 -6.91 4.36
H -8.79 -5.52 3.35
H -4.66 -5.74 4.38
H -5.50 -6.94 3.42
H -5.82 -6.81 5.15
H -9.66 -7.06 1.79
H -8.88 -8.03 0.79
C 0.15 -5.79 -2.87
C 1.62 -6.23 -3.07
O 1.67 -7.61 -3.01
H 0.08 -4.70 -2.90
H -0.36 -6.09 -1.95
H -0.49 -6.18 -3.66
H 2.19 -5.94 -2.18
H 2.22 -5.82 -3.87
H 2.34 -7.85 -2.37
```

Löwdin atomic charge list, values in e, 8 entries: atom 1 (O): -0.053, atom 2 (H): 0.023, atom 3 (H): 0.031, atom 4 (O): -0.050, atom 5 (H): 0.024, atom 6 (H): 0.026, atom 7 (O): -0.052, atom 8 (H): 0.025



Entry 2:
Below is a molecular structure, C34H19Cl4CrN4O4P, with properties calculated with the ωB97M-V functional and the def2-TZVPD basis.

Output
Strongest force on any atom (eV Å⁻¹): 0.2
Net charge: -1
Electronic energy (hartree): -5053.8882
2S+1: 4

```
67
C34H19Cl4CrN4O4P | the OMol25 dataset | the ωB97M-V functional and the def2-TZVPD basis
Cr 0.47 1.18 1.08
O -2.19 0.47 4.01
C -1.28 0.50 3.20
O -1.07 1.39 2.29
C -0.22 -0.59 3.24
C -0.20 -1.60 4.18
C 0.81 -2.54 4.12
C 1.77 -2.44 3.12
C 1.68 -1.41 2.21
N 0.71 -0.51 2.28
H -0.98 -1.61 4.93
H 0.85 -3.34 4.85
H 2.57 -3.16 3.04
H 2.39 -1.30 1.39
Cl 7.13 0.71 0.38
C 5.55 1.15 0.93
C 5.39 1.94 2.06
Cl 6.78 2.48 2.94
C 4.11 2.28 2.50
Cl 3.88 3.24 3.92
C 2.98 1.85 1.82
O 1.74 2.12 2.18
C 3.14 1.06 0.65
O 2.03 0.66 0.05
C 4.42 0.71 0.23
Cl 4.55 -0.29 -1.18
N -0.11 2.74 -0.09
C -0.77 3.42 -0.76
C -1.57 4.18 -1.59
C -1.26 5.53 -1.86
N -1.00 6.64 -2.08
C -2.71 3.57 -2.17
N -3.64 3.07 -2.64
C 0.83 -4.50 -0.05
C 1.47 -3.62 -0.92
C 0.95 -2.35 -1.14
C -0.21 -1.95 -0.49
C -0.85 -2.83 0.38
C -0.33 -4.10 0.60
P -0.81 -0.23 -0.60
C -0.53 0.33 -2.32
C 0.77 0.61 -2.75
C 0.99 1.09 -4.02
C -0.08 1.34 -4.88
C -1.37 1.09 -4.45
C -1.60 0.59 -3.18
C -2.61 -0.37 -0.46
C -3.31 0.67 0.16
C -4.70 0.63 0.21
C -5.39 -0.44 -0.34
C -4.69 -1.47 -0.95
C -3.31 -1.44 -1.01
H 1.23 -5.49 0.12
H 2.38 -3.92 -1.42
H 1.47 -1.68 -1.81
H -1.75 -2.52 0.90
H -0.84 -4.77 1.28
H 1.60 0.48 -2.06
H 2.00 1.31 -4.34
H 0.10 1.74 -5.87
H -2.21 1.32 -5.09
H -2.62 0.44 -2.85
H -2.77 1.49 0.61
H -5.23 1.44 0.69
H -6.47 -0.46 -0.29
H -5.23 -2.31 -1.38
H -2.77 -2.24 -1.50
```

Löwdin atomic charge list, values in e, 8 entries: atom 1 (Cr): 0.757, atom 2 (O): 0.073, atom 3 (C): -0.570, atom 4 (O): -0.127, atom 5 (C): -0.151, atom 6 (C): 0.018, atom 7 (C): -0.041, atom 8 (C): -0.033



Entry 3:
Below is a molecular structure, C34H21BrCl4F2IrNO2P in a non-equilibrium geometry, with properties calculated with the ωB97M-V functional and the def2-TZVPD basis.

Output
Strongest force on any atom (eV Å⁻¹): 1.7
Net charge: -1
Electronic energy (hartree): -6573.8214

```
67
C34H21BrCl4F2IrNO2P | the OMol25 dataset | the ωB97M-V functional and the def2-TZVPD basis
Ir 0.00 0.05 -0.15
Cl -1.83 3.47 5.37
C -0.92 2.87 4.02
C 0.33 3.38 3.73
Cl 1.02 4.62 4.72
C 1.04 2.89 2.63
Cl 2.62 3.51 2.24
C 0.52 1.91 1.81
O 1.17 1.44 0.76
C -0.77 1.36 2.12
O -1.25 0.38 1.37
C -1.46 1.85 3.21
Cl -3.02 1.18 3.55
C -5.71 -2.09 -1.59
C -4.87 -2.48 -2.62
C -3.49 -2.37 -2.50
C -2.95 -1.87 -1.32
C -3.79 -1.48 -0.28
C -5.16 -1.59 -0.41
P -1.17 -1.66 -1.02
C -0.55 -1.81 -2.76
C 0.21 -2.88 -3.22
C 0.68 -2.90 -4.53
C 0.38 -1.85 -5.40
C -0.40 -0.79 -4.94
C -0.86 -0.77 -3.64
C -0.54 -3.15 -0.22
C -1.00 -4.42 -0.45
C -0.40 -5.51 0.23
C 0.61 -5.29 1.12
C 1.06 -3.98 1.41
C 2.07 -3.72 2.38
C 2.39 -2.43 2.68
C 1.76 -1.34 2.03
C 0.82 -1.51 1.03
C 0.47 -2.88 0.74
H -6.78 -2.16 -1.70
H -5.29 -2.87 -3.54
H -2.86 -2.68 -3.31
H -3.36 -1.08 0.63
H -5.81 -1.28 0.40
H 0.43 -3.71 -2.56
H 1.28 -3.73 -4.88
H 0.75 -1.86 -6.41
H -0.63 0.03 -5.61
H -1.49 0.05 -3.30
H -1.80 -4.60 -1.15
H -0.76 -6.52 0.05
H 1.06 -6.12 1.65
H 2.55 -4.55 2.88
H 3.14 -2.22 3.43
H 2.04 -0.33 2.31
Br 1.62 2.49 -2.39
C 2.20 0.70 -2.41
C 3.16 0.40 -3.37
C 3.76 -0.84 -3.35
C 3.41 -1.72 -2.34
C 2.44 -1.34 -1.44
N 1.79 -0.15 -1.47
H 3.42 1.15 -4.09
H 4.49 -1.10 -4.10
H 3.87 -2.69 -2.24
H 2.16 -2.00 -0.64
F -1.17 2.76 -0.45
C -1.13 1.55 -1.14
F -2.49 1.15 -1.20
H -0.91 1.85 -2.17
```

Löwdin atomic charge list, values in e, 8 entries: atom 1 (Ir): 1.219, atom 2 (Cl): 0.616, atom 3 (C): -0.720, atom 4 (C): -0.721, atom 5 (Cl): 0.616, atom 6 (C): -0.614, atom 7 (Cl): 0.664, atom 8 (C): -0.403



Entry 4:
Below is a molecular structure, C34H23FeN6O9Se, with properties calculated with the ωB97M-V functional and the def2-TZVPD basis.

Output
Strongest force on any atom (eV Å⁻¹): 0.4
Net charge: -2
Electronic energy (hartree): -5980.3167
2S+1: 2

```
74
C34H23FeN6O9Se | the OMol25 dataset | the ωB97M-V functional and the def2-TZVPD basis
Fe -0.37 -0.43 -0.62
O -1.71 -0.33 -4.80
C -2.77 0.46 -4.57
C -3.65 0.65 -5.64
C -4.77 1.45 -5.49
C -5.03 2.07 -4.27
C -4.16 1.88 -3.21
C -3.02 1.09 -3.34
C -2.11 0.92 -2.17
O -1.10 0.10 -2.32
N -2.33 1.61 -1.11
N -1.34 1.37 -0.14
C -1.50 2.09 0.91
C -0.60 2.25 2.04
C -1.19 2.46 3.29
C -0.46 2.72 4.43
C 0.94 2.82 4.31
C 1.55 2.67 3.09
C 0.83 2.39 1.88
O 1.42 2.31 0.76
H -1.21 -0.39 -3.94
H -3.44 0.15 -6.57
H -5.45 1.58 -6.32
H -5.91 2.69 -4.14
H -4.33 2.35 -2.25
H -2.42 2.66 0.94
H -2.27 2.39 3.36
H -0.94 2.86 5.39
H 1.54 3.03 5.18
H 2.63 2.76 2.99
N 1.38 0.38 -1.16
C 1.67 0.24 -2.54
C 1.92 1.37 -3.31
C 2.15 1.25 -4.68
C 2.12 0.00 -5.27
C 1.87 -1.13 -4.49
C 1.64 -1.03 -3.12
C 1.33 -2.22 -2.29
C 1.95 -3.44 -2.60
C 1.67 -4.58 -1.87
C 0.77 -4.51 -0.82
C 0.16 -3.30 -0.50
C 0.43 -2.13 -1.22
H 1.35 1.34 -0.82
H 2.03 -0.13 -0.55
H 1.92 2.34 -2.84
H 2.32 2.14 -5.27
H 2.27 -0.11 -6.34
H 1.81 -2.10 -4.96
H 2.67 -3.48 -3.41
H 2.17 -5.51 -2.11
H 0.53 -5.39 -0.24
H -0.54 -3.26 0.32
O 2.46 -0.97 1.04
C 1.40 -0.84 1.65
O 0.22 -0.73 1.19
C 1.45 -0.77 3.17
C 2.68 -0.78 3.80
C 2.73 -0.66 5.18
C 1.59 -0.54 5.95
C 0.38 -0.56 5.29
C 0.28 -0.66 3.91
N -0.84 -0.45 6.10
O -0.72 -0.24 7.29
O -1.91 -0.58 5.54
N 4.04 -0.66 5.85
O 5.03 -0.79 5.17
O 4.05 -0.58 7.07
H 3.58 -0.85 3.20
H 1.65 -0.44 7.02
H -0.68 -0.64 3.42
Se -4.65 -2.58 0.57
C -3.09 -1.78 0.15
N -2.09 -1.28 -0.13
```

Löwdin atomic charge list, values in e, 8 entries: atom 1 (Fe): 0.599, atom 2 (O): 0.058, atom 3 (C): -0.264, atom 4 (C): -0.033, atom 5 (C): -0.115, atom 6 (C): -0.115, atom 7 (C): -0.036, atom 8 (C): -0.062



Entry 5:
Below is a molecular structure, C34H23GeN4OS3Sc in a non-equilibrium geometry, with properties calculated with the ωB97M-V functional and the def2-TZVPD basis.

Output
Strongest force on any atom (eV Å⁻¹): 1.9
Net charge: -2
Electronic energy (hartree): -5635.9742

```
67
C34H23GeN4OS3Sc | the OMol25 dataset | the ωB97M-V functional and the def2-TZVPD basis
Sc -0.19 -1.44 1.28
S 0.12 -1.81 3.78
C -1.05 -3.07 3.55
S -1.77 -3.31 2.01
C -1.41 -3.88 4.63
C -0.82 -3.75 5.89
N -0.39 -3.72 6.96
C -2.36 -4.90 4.54
N -3.13 -5.76 4.56
O 2.02 -4.89 -0.04
C 1.75 -3.74 0.03
S -3.36 4.25 1.01
C -2.48 2.73 0.98
C -2.20 2.07 -0.24
C -1.74 0.79 -0.22
N -1.56 0.04 0.92
C -1.86 0.70 2.09
C -2.30 1.98 2.16
C -4.96 3.47 0.85
C -5.46 2.66 1.88
C -6.58 1.90 1.62
N -7.24 1.89 0.46
C -6.74 2.66 -0.51
C -5.63 3.45 -0.38
H -2.35 2.59 -1.17
H -1.51 0.27 -1.15
H -1.77 0.10 3.00
H -2.51 2.43 3.12
H -4.98 2.62 2.84
H -7.00 1.27 2.39
H -7.29 2.64 -1.44
H -5.26 4.06 -1.20
C 1.42 -2.51 0.16
Ge 2.16 -1.07 -0.84
C 1.56 0.67 -0.08
C 1.32 0.83 1.28
C 0.92 2.07 1.77
C 0.78 3.15 0.91
C 1.03 3.00 -0.44
C 1.40 1.76 -0.93
C 4.15 -1.05 -0.94
C 4.76 -2.13 -1.58
C 6.14 -2.21 -1.68
C 6.93 -1.21 -1.13
C 6.34 -0.14 -0.48
C 4.96 -0.07 -0.39
C 1.61 -1.07 -2.76
C 0.52 -1.81 -3.20
C 0.13 -1.78 -4.53
C 0.83 -1.00 -5.44
C 1.92 -0.26 -5.01
C 2.31 -0.31 -3.69
H 1.50 0.00 1.97
H 0.74 2.19 2.83
H 0.46 4.12 1.29
H 0.94 3.84 -1.12
H 1.58 1.63 -1.99
H 4.14 -2.91 -1.99
H 6.60 -3.06 -2.17
H 8.01 -1.28 -1.20
H 6.95 0.63 -0.04
H 4.50 0.76 0.13
H -0.03 -2.42 -2.49
H -0.72 -2.36 -4.87
H 0.51 -0.95 -6.47
H 2.47 0.35 -5.72
H 3.18 0.25 -3.36
```

Löwdin atomic charge list, values in e, 8 entries: atom 1 (Sc): 0.526, atom 2 (S): 0.567, atom 3 (C): -1.133, atom 4 (S): 0.567, atom 5 (C): -0.427, atom 6 (C): -0.301, atom 7 (N): 0.118, atom 8 (C): -0.293